# 1
A molecular structure, C5H9NO4S, computed with ωB97M-V with the def2-TZVPD basis set.

Results
HOMO-LUMO gap: 9.21 eV
LUMO: 0.81 eV
energy relative to the best compared isomer or geometry (same formula, charge and spin): 81.2 kcal/mol

```
! wB97M-V def2-TZVPD RIJCOSX def2/J DEFGRID3
* xyz 0 1
C 0.5757 0.3221 -0.5806
C 0.7146 1.0594 0.5199
C -1.4162 -1.8258 1.6520
C 1.9308 1.6249 1.1697
C -1.2249 -0.5127 -2.0783
N -0.7330 -0.0924 -0.7971
O -2.2125 1.9749 -0.5321
O -0.5072 1.2973 1.1606
O -2.6326 0.0766 0.9228
O -0.6779 -1.9371 0.7135
S -1.6972 0.8588 0.1856
H 1.3551 -0.0060 -1.2393
H -1.1371 -1.2643 2.5556
H -2.4058 -2.2985 1.6946
H 1.6245 2.2298 2.0181
H 2.4968 2.2418 0.4742
H 2.5779 0.8238 1.5256
H -1.2767 0.3183 -2.7892
H -0.5726 -1.2966 -2.4620
H -2.2248 -0.9137 -1.9260
*
```

Mulliken atomic charge list, values in e, 2 entries: C -0.1360; C 0.4396

---

# 2
2 unconnected molecules or ions with the total composition C2H2F2S2, computed with ωB97M-V with the def2-TZVPD basis set.

Results
HOMO-LUMO gap: 9.23 eV
LUMO: -0.35 eV
energy relative to the best compared isomer or geometry (same formula, charge and spin): 59.9 kcal/mol

```
! wB97M-V def2-TZVPD RIJCOSX def2/J DEFGRID3
* xyz 0 1
C 0.0633 -0.0907 0.6377
C 0.3258 -0.1509 -0.6605
F 0.9000 0.2774 1.5959
F -1.2652 -0.7892 -1.4598
S -1.5065 -0.5955 1.2976
S 1.5430 0.0257 -1.7912
H -1.3308 0.0377 2.4422
H 1.2702 1.2855 -2.0619
*
```

Mulliken atomic charge list, values in e, 2 entries: C 0.4062; C 0.2807

---

> Which of these has the lowest HOMO-LUMO gap?

C5H9NO4S

---

> The lowest LUMO belongs to which entry?

C2H2F2S2

---

> The highest LUMO belongs to which entry?

C5H9NO4S